No. 1
Below is a molecular structure, C28H27Cl5CoN4O4S2, with properties calculated with the ωB97M-V functional and the def2-TZVPD basis.

Results
E_HOMO (spin up / spin down) (eV): -0.22 / -2.21
Orbital gap (spin up / spin down) (eV): 4.41 / 6.38
Energy relative to the best compared isomer or geometry (same formula, charge and spin) (kJ/mol): 0.0

ORCA input file:
```
! RIJCOSX wB97M-V def2-TZVPD def2/J DEFGRID3
* xyz -2 4
Co -0.08 0.91 0.49
Cl -6.30 1.66 0.37
Cl -3.96 -0.31 1.15
Cl -6.78 1.95 -2.97
Cl -3.76 2.77 -4.28
Cl -1.45 0.77 -3.47
S 3.37 0.07 3.65
S 1.73 1.86 1.81
O 1.11 0.77 -1.14
O -1.69 -0.29 -0.75
O -1.61 0.81 3.02
O -0.26 2.94 -1.46
N -0.71 2.54 -0.32
N -1.40 1.44 1.81
N 0.37 -0.79 1.35
N 1.42 -0.81 2.24
C -3.85 1.88 -2.77
C 4.74 -1.18 -0.61
C 2.14 -0.15 -3.12
C -4.97 1.38 -0.75
C 4.39 -0.28 0.39
C 2.04 0.30 2.47
C -3.92 0.56 -0.35
C 6.26 -1.04 1.69
C -2.79 1.07 -2.40
C -4.98 2.02 -1.97
C 4.75 0.72 2.67
C -2.67 -3.61 -1.97
C 1.29 -0.42 -1.90
C -1.76 -1.68 -0.83
C -1.69 3.14 0.29
C 5.85 -2.01 -0.47
C -2.53 -2.23 -1.83
C -2.00 -4.42 -1.06
C -3.09 3.09 2.46
C -1.04 -2.46 0.13
C -2.80 0.43 -1.16
C -2.05 2.51 1.56
C 6.61 -1.93 0.69
C -1.22 -3.86 -0.06
C -0.22 -2.02 1.21
C 5.16 -0.21 1.56
C -2.41 4.32 -0.27
C 0.11 -3.06 2.26
H 2.33 -1.07 -3.68
H -0.77 -3.68 2.48
H 1.63 0.55 -3.79
H -3.12 2.57 3.41
H 4.14 -1.24 -1.51
H 3.10 0.30 -2.84
H 0.92 -3.73 1.96
H -1.01 0.05 2.95
H -3.50 4.16 -0.27
H 6.85 -0.99 2.60
H 1.78 -1.12 -1.22
H -3.28 -4.02 -2.76
H -0.70 -4.55 0.59
H -2.20 5.24 0.28
H -3.04 -1.56 -2.51
H 0.33 -0.84 -2.20
H 0.71 1.54 -1.64
H -2.07 -5.50 -1.13
H -2.09 4.45 -1.31
H 3.52 0.36 0.28
H 4.44 1.69 2.28
H 7.48 -2.57 0.81
H -4.07 3.01 1.97
H -2.89 4.15 2.63
H 5.58 0.87 3.37
H 6.11 -2.70 -1.25
H 0.44 -2.57 3.18
*
```

***

No. 2
Below is C2H4N2OS in the gas phase at a distorted geometry, with properties calculated with the ωB97M-V functional and the def2-TZVPD basis.

Results
E_HOMO (eV): -9.72
Orbital gap (eV): 10.21
SMILES: [H]/N=C\NSC=O
Energy relative to the best compared isomer or geometry (same formula, charge and spin) (kJ/mol): 181.6

ORCA input file:
```
! RIJCOSX wB97M-V def2-TZVPD def2/J DEFGRID3
* xyz 0 1
S -0.82 -1.28 -0.20
O -1.51 1.27 0.12
N 0.36 -0.56 0.81
N 1.76 0.21 -0.95
C -1.82 0.21 -0.35
C 1.41 0.17 0.24
H 1.13 -0.33 -1.56
H -2.69 0.13 -0.98
H 0.19 -0.48 1.80
H 1.99 0.67 1.07
*
```

***

No. 3
Below is a molecular structure, C58H50CrN4O9P2S2Te at a distorted geometry, with properties calculated with the ωB97M-V functional and the def2-TZVPD basis.

Results
E_HOMO (spin up / spin down) (eV): -4.16 / -4.16
Orbital gap (spin up / spin down) (eV): 6.20 / 6.20

ORCA input file:
```
! RIJCOSX wB97M-V def2-TZVPD def2/J DEFGRID3
* xyz -1 2
Te 0.55 1.83 -3.46
Cr -0.61 0.39 0.80
S -2.28 2.48 -1.27
S -2.48 2.10 2.17
P 0.73 -0.57 -1.05
P 3.21 1.01 -1.87
O -3.24 -2.86 6.17
O 1.24 1.80 5.37
O -1.86 3.52 -2.17
O -2.97 2.01 3.53
O -1.09 2.53 2.04
O -3.14 1.45 -1.80
O -1.09 1.90 -0.58
O -2.65 0.85 1.37
O -2.12 -1.45 0.08
N 2.39 0.18 -7.72
N -2.00 -1.17 4.36
N -0.42 0.44 3.91
N -0.89 -1.06 2.27
C 4.28 4.64 -0.28
C 3.32 1.40 2.37
C -1.14 -0.60 3.47
C -1.90 -4.96 1.14
C -5.70 -2.94 3.47
C -5.06 -3.21 4.67
C -3.84 -2.64 4.95
C -0.37 -3.11 -1.70
C 5.05 1.62 -6.12
C 1.38 1.13 -5.28
C 3.69 -3.44 -1.14
C 4.28 3.44 -0.96
C 4.68 2.74 -5.39
C -4.23 4.27 -0.73
C -1.20 -2.40 1.95
C -3.24 -1.77 4.03
C 1.46 -0.23 -5.54
C 1.69 1.52 4.11
C 1.92 4.41 0.11
C 2.40 0.80 1.54
C -2.29 -3.87 0.38
C 2.82 -2.42 -1.49
C -4.37 4.03 2.04
C -1.12 -4.00 -2.46
C 4.27 0.23 -4.32
C -5.11 -2.08 2.56
C -1.16 -1.30 -3.05
C -3.13 -1.48 -0.93
C 3.10 5.14 0.26
C -3.89 -1.48 2.84
C 1.07 0.59 1.95
C 3.10 2.71 -1.15
C -1.12 -4.78 2.28
C 1.96 -0.65 -6.76
C 2.01 -1.82 -0.52
C 2.30 1.48 -7.46
C -2.17 -3.81 6.11
C -3.46 3.27 1.31
C 3.75 -3.89 0.17
C -3.36 3.38 -0.09
C 0.78 0.87 3.28
C 3.88 1.35 -3.57
C 1.93 3.21 -0.59
C 4.83 0.36 -5.58
C -5.15 5.01 -0.01
C 2.08 -2.28 0.79
C 2.95 -3.31 1.14
C 1.81 2.00 -6.27
C -0.36 -1.75 -2.00
C -1.91 -2.60 0.78
C 1.98 2.77 6.09
C 4.09 2.60 -4.13
C -1.89 -3.55 -3.53
C 2.97 1.80 3.66
C -1.91 -2.18 -3.81
C -0.77 -3.50 2.68
C 1.59 0.39 -2.32
C -5.22 4.90 1.37
H 2.99 -3.65 2.16
H 4.43 -4.69 0.44
H -4.17 4.36 -1.81
H -5.50 -3.87 5.41
H -3.21 -0.47 -1.32
H -1.77 -3.88 7.12
H -0.16 -3.33 3.56
H 2.92 2.36 6.47
H -4.07 -1.80 -0.48
H 1.77 3.08 -6.12
H -6.66 -3.40 3.25
H -0.80 1.02 4.64
H -1.39 -3.48 5.43
H -2.86 -4.01 -0.52
H -1.10 -5.06 -2.22
H 3.68 2.31 4.29
H -2.17 -5.96 0.82
H -2.52 -1.80 -4.62
H -5.94 5.48 1.93
H -5.83 5.67 -0.53
H -2.84 -2.17 -1.73
H -1.90 -0.89 5.32
H 5.21 5.20 -0.16
H -1.21 -0.24 -3.27
H 2.74 -2.07 -2.51
H 1.14 -0.95 -4.79
H 5.22 3.04 -1.35
H 3.78 3.49 -3.60
H 4.83 3.73 -5.80
H 4.31 -3.89 -1.91
H -3.46 -0.75 2.17
H -0.78 -5.64 2.86
H -5.61 -1.84 1.63
H 1.00 4.76 0.56
H -2.54 -4.78 5.79
H 2.66 2.15 -8.23
H 1.36 3.08 6.93
H -2.46 -4.24 -4.13
H 3.10 6.07 0.81
H 1.45 -1.82 1.54
H 2.03 -1.71 -6.98
H 5.50 1.73 -7.10
H 2.72 0.51 0.55
H 0.21 -3.50 -0.87
H 4.33 1.58 2.01
H 2.20 3.64 5.47
H 4.12 -0.76 -3.90
H 1.00 2.64 -0.67
H 5.09 -0.53 -6.15
H -4.41 3.91 3.11
*
```